Here is a structure of composition C81H180N7O14V from the Open Molecules 2025 dataset. Energies are from ωB97M-V/def2-TZVPD.

Net charge: 0
⟨S²⟩: 2.022
LUMO level (spin up / spin down) (Eh): 0.0033 / 0.0138
Calculated total energy (a.u.): -5574.3340
Multiplicity: 3

Last column: Löwdin spin population.
Geometry (Å):
H 0.60682 5.42411 2.15510  0.00
H 1.03743 1.29811 -1.48074  0.00
H 0.80177 6.21038 -3.17417  0.00
H 3.43524 -3.17273 8.21117  0.00
H 3.39665 -0.25424 6.51492  0.00
C -4.65941 -3.31624 -2.62498  0.00
H -4.91459 -4.92694 -1.17947  0.00
H 2.32245 -6.01338 0.75298  0.00
N 1.52201 -1.19193 8.18320  0.00
H -4.12623 4.23016 -1.72662  0.00
C -1.49275 -2.54062 -2.74379  0.00
H -3.09512 2.34876 -7.20031  0.00
H 0.97480 -4.14886 5.93443  0.00
H 1.29850 2.83412 -2.21623  0.00
C 4.13389 1.12514 1.55749  0.00
H 2.21198 3.10084 3.65397  0.00
O 0.99958 2.66487 -5.05513  0.00
O 1.54098 -1.85182 6.98840  0.00
C -2.18186 -3.92445 -2.79479  0.00
H -1.95781 -5.39554 3.48100  0.00
H 1.51136 -3.74665 10.56865  0.00
H 3.67898 -4.93728 -2.44924  0.00
C -4.53264 -1.79773 -2.62495  0.00
C -2.40492 -0.09038 -5.93275  0.00
H 3.47802 4.58294 1.23239  0.00
H -6.68740 6.64958 2.30444  0.00
H 0.77926 4.68275 -0.37933  0.00
N 4.72480 -4.73788 0.04453  0.00
H -7.30582 6.53188 0.66778  0.00
H -0.84678 -3.06056 7.05672  0.00
H -4.14692 -3.72660 5.65357  0.00
H 4.41786 5.74102 2.15152  0.00
H -1.00371 -4.41368 -4.57062  0.00
H -0.43495 -6.19456 3.58412  0.00
H 5.97671 -4.59982 -2.41559  0.00
H 3.32975 1.98930 4.16603  0.00
C 1.98888 -1.22373 10.59585  0.00
C 3.34713 -4.43498 -0.38265  0.00
C -1.40005 4.79010 -5.38349  0.00
H 1.34003 -0.34843 -6.83997  0.00
H 0.81061 1.12857 9.77267  0.00
H -1.42731 3.91927 -4.72852  0.00
H -2.35328 2.79587 -2.94446  0.00
H -6.14851 1.11349 3.56536  0.00
H 1.40061 0.87233 -9.06631  0.00
H -4.63901 1.51798 -1.57802  0.00
C -6.00041 -3.66084 -3.29499  0.00
C 4.46433 -2.99514 -2.23674  0.00
C 0.69890 -1.09068 -7.31548  0.00
C 4.25584 3.69469 3.08966  0.00
H -1.50023 -1.00711 3.80665  0.00
H -6.59863 2.36965 -2.44273  0.00
H 7.19389 3.38860 2.93307  0.00
C -2.25195 -1.73377 3.49845  0.00
H 0.74324 2.35961 -5.92845  0.00
C 2.62599 0.11480 10.52829  0.00
H -5.36712 -1.23915 -2.20101  0.00
C -0.67755 5.91579 -4.73439  0.00
C -5.87994 -0.55350 0.57738  0.00
H 5.39155 1.87120 -0.87351  0.00
H 4.22066 -2.03454 -1.78289  0.00
C -0.10206 -0.54110 -8.51606  0.00
H -0.20236 -4.84238 -3.03536  0.00
H 2.65828 -1.68934 11.31919  0.00
H -3.72504 -4.08464 4.01002  0.00
C -1.08511 -5.50656 4.12455  0.00
H -1.44498 0.43396 -1.05702  0.00
H 1.47496 -0.50834 -10.10448  0.00
H -4.64572 0.22793 2.18406  0.00
C 7.10840 -4.80970 -0.17266  0.00
C 2.80649 1.76357 2.03156  0.00
N 5.47638 3.07112 2.44673  0.00
C -4.69118 -3.86047 -1.15041  0.00
C -5.53534 0.48643 1.60974  0.00
H 0.21991 -0.20032 -4.56216  0.00
O -2.49622 1.63766 0.30258  0.02
V -3.82953 3.17595 0.97102  1.96
C 1.66547 1.01836 -3.51020  0.00
H -0.89675 3.58015 1.25609  0.00
H 3.87412 0.44274 8.09775  0.00
C -0.28417 4.47778 -0.50262  0.00
C -3.06877 2.21231 4.06340  0.00
C 3.46150 2.21829 -4.93637  0.00
H -3.75428 -0.73316 5.57156  0.00
C -1.75004 2.65100 4.66838  0.00
H -3.55531 2.64975 -4.14005  0.00
H 0.12409 -1.56098 -6.51766  0.00
H -7.19111 3.98183 2.22114  0.00
C -0.99409 4.58647 0.84874  0.00
H -0.42043 6.59753 -5.54508  0.00
C 1.15388 -3.26751 9.65720  0.00
O -5.56771 4.51528 1.19762  -0.02
H 2.44725 -3.66413 -2.23010  0.00
C 3.40912 -4.04410 -1.88578  0.00
H -2.36506 5.67513 0.45531  0.00
O -4.26527 3.41891 -1.23250  0.01
H 2.84456 3.47787 -6.62598  0.00
H 7.17645 -5.67758 -0.82859  0.00
H 0.12017 0.75858 -10.20122  0.00
H 7.92090 -4.11846 -0.39656  0.00
H -6.86187 -3.39931 -2.68050  0.00
H 2.47780 -0.94276 -4.02317  0.00
H 0.24956 1.56477 0.45960  0.00
H 2.55274 -3.62117 1.40310  0.00
H -1.08407 -1.44196 -10.32404  0.00
H -5.52775 -3.41085 -0.61555  0.00
H 1.42404 -5.49034 -0.61377  0.00
C 3.44579 2.58657 -6.44652  0.00
H 7.04638 -2.51058 0.70217  0.00
H -1.64233 -2.72150 -7.49633  0.00
H 2.69087 -6.67107 -0.75687  0.00
H 2.10161 0.94912 2.19863  0.00
H -5.79998 3.54732 -3.57274  0.00
C 0.51680 5.44501 -3.89605  0.00
H 5.59015 -2.78735 1.49959  0.00
H 5.15133 3.32903 5.03821  0.00
H -4.73341 -2.56286 4.44349  0.00
H -7.37326 4.40278 0.48197  0.00
H -2.42475 4.97659 -5.70492  0.00
H 4.41682 2.86746 -6.85431  0.00
H -1.32436 -6.06459 5.02979  0.00
C -2.59661 -2.46464 4.80576  0.00
C -2.36511 0.18433 -7.45694  0.00
C -0.38911 -3.39482 2.96589  0.00
N 2.03583 1.78662 -4.64989  0.00
H 3.78808 0.75935 0.59069  0.00
O 4.80752 -5.31268 1.38033  0.00
H -0.48879 -2.53667 -3.16824  0.00
H -2.09882 -0.44189 0.26359  0.00
C 0.77499 0.14449 -9.58299  0.00
H -1.71778 3.63731 5.13124  0.00
C 5.82163 -3.67400 -1.86159  0.00
H 3.68750 0.12709 10.28099  0.00
H -0.93717 4.47459 -6.31852  0.00
C -1.15524 -4.80076 -3.56299  0.00
C -0.43004 5.57075 1.85258  0.00
C -4.45559 2.37495 -2.22614  0.00
H -5.37117 -0.43659 -0.37948  0.00
H 2.92782 4.08969 -4.03896  0.00
H -0.95068 2.54128 3.93551  0.00
H -6.40141 1.91356 0.62196  0.00
H -8.43282 6.14836 1.91213  0.00
H -2.88851 1.21515 -3.22664  0.00
C 3.51361 -2.56821 9.11477  0.00
H -2.02210 -0.54962 5.81104  0.00
H 0.48275 1.93212 7.29453  0.00
H -0.46152 3.58472 -1.10185  0.00
H 4.43767 0.97213 -2.66201  0.00
H 1.37106 5.33582 -4.56419  0.00
H 5.28813 4.99944 4.49680  0.00
C 5.98790 -2.66438 0.49223  0.00
O -3.59211 -3.92330 -4.72527  0.00
C 3.13602 0.46010 7.29587  0.00
O -2.39058 4.74172 0.67824  0.02
H 4.21799 -1.73874 9.05199  0.00
C 2.70497 -0.10009 -3.37020  0.00
H 4.54191 -2.90824 -3.32050  0.00
C 4.47522 1.12647 -4.78556  0.00
H -3.81527 2.03734 4.83814  0.00
H -3.32585 1.68265 -8.79392  0.00
N -3.56017 -4.00642 -3.33595  0.00
C 0.30271 0.27443 -3.58448  0.00
C -1.66749 -2.75143 2.48315  0.00
H -4.34817 1.17009 -7.46157  0.00
C -6.62809 0.69194 2.68196  0.00
H 0.37907 4.60284 -3.21790  0.00
N -1.02421 0.48664 -7.90778  0.00
H 0.31524 -0.08274 0.27934  0.00
H 2.78550 5.28731 2.55639  0.00
H -0.95085 5.58504 2.81000  0.00
H -2.95616 1.20501 3.66246  0.00
O -3.56810 3.06190 3.05092  0.00
H -0.53175 0.97169 -3.50966  0.00
H -5.87688 1.86161 -3.90472  0.00
C -3.32454 1.42669 -7.73441  0.00
H -4.41263 -1.41363 -3.63794  0.00
H 2.48178 0.52615 11.52733  0.00
H -0.46438 6.55401 1.38341  0.00
H -6.04474 -3.29271 -4.31999  0.00
H -1.73082 -0.86701 -5.57146  0.00
H -3.46120 -4.49451 0.42159  0.00
C 6.58066 1.06328 1.62375  0.00
H 4.53686 3.30772 -0.33871  0.00
H 2.59931 -0.52320 -2.37124  0.00
H 0.98560 -3.99803 8.86593  0.00
C -3.93327 -3.26012 4.69187  0.00
C -3.31781 -3.85519 -0.44952  0.00
H 3.15961 1.43651 6.81197  0.00
C 2.01015 -2.05914 9.32408  0.00
C 1.67939 1.81305 -2.19545  0.00
H 0.95790 -1.26023 10.94776  0.00
H -3.11923 -1.26067 3.03790  0.00
H -0.06018 -2.43839 -9.50719  0.00
H 1.69008 -3.25807 4.73111  0.00
H 2.35244 2.36445 1.24360  0.00
O -5.49584 1.75585 0.89886  0.01
C 4.61037 4.14849 4.56497  0.00
H -3.45385 -0.79607 -9.10605  0.00
C -5.74446 2.57220 -3.08885  0.00
H 3.82024 -3.17737 9.96507  0.00
C 4.19827 0.31417 -3.49740  0.00
C 5.84159 -3.91160 -0.35434  0.00
H 4.20773 3.08826 -3.16572  0.00
H -1.44133 -2.24496 1.54483  0.00
H -4.20864 -4.64495 -4.86914  0.00
H 0.53413 0.54604 6.14247  0.00
H -1.32973 -4.37731 -0.76233  0.00
C 3.12729 2.62401 3.30334  0.00
H 7.49256 1.66035 1.63021  0.00
C -6.89471 4.66530 1.42546  0.00
H -0.40986 0.59166 1.83894  0.00
H -1.44052 1.91676 5.41214  0.00
H -7.38415 1.41132 2.36740  0.00
C -0.80645 -1.67264 -9.29554  0.00
H -5.72203 -1.54611 0.99917  0.00
C -3.26110 2.23817 -3.17457  0.00
H 2.44424 1.82849 9.24889  0.00
H 6.71086 0.70682 2.64555  0.00
C 2.43943 -5.71880 -0.28991  0.00
H 1.44272 -1.80058 -7.67725  0.00
H 7.21009 -5.17830 0.84807  0.00
C -2.24763 -4.45525 -1.34498  0.00
C -2.83699 -1.27352 5.80542  0.00
H -2.12018 0.78114 -5.34329  0.00
C 5.36565 2.02822 1.39968  0.00
C 0.63471 0.85866 7.18183  0.00
H 2.57346 1.98004 -1.59473  0.00
C 1.01783 -4.10835 4.84604  0.00
H -2.51507 -3.40217 2.26808  0.00
H -0.78388 2.28765 -7.90404  0.00
C 5.35328 2.62926 -0.09123  0.00
H 4.90817 -0.51200 -3.45744  0.00
C -1.95956 -2.29420 -8.44758  0.00
O -1.61150 6.55139 -3.92736  0.00
H -7.18685 -0.21620 2.90816  0.00
H -0.62204 5.31752 -1.10991  0.00
H 4.35767 0.28371 2.21324  0.00
C -0.52966 -4.05394 4.36850  0.00
H -1.42775 -2.22505 -1.70249  0.00
H 0.33550 -2.58884 2.84990  0.00
H -3.07996 -2.85604 -0.08449  0.00
H 3.70594 4.35180 5.13833  0.00
H 0.12945 -2.96054 9.86794  0.00
O -0.46743 1.59413 -7.32053  0.00
H 5.48388 1.53905 -4.76322  0.00
H -3.37177 -0.30831 -5.47909  0.00
H -6.00155 -4.75076 -3.28298  0.00
H -0.21451 -4.21135 2.26526  0.00
H -3.78647 -1.51712 -1.88158  0.00
H 6.24088 3.25604 -0.17738  0.00
H 6.61940 -2.97076 -2.10058  0.00
H -0.20957 0.41420 7.70885  0.00
H 6.79427 0.28637 0.88965  0.00
H -1.32806 7.46725 -3.87779  0.00
N -1.38932 -3.20893 5.28255  0.00
H 4.54929 4.03367 -4.61414  0.00
C 3.79222 3.42990 -4.11374  0.00
H 5.44228 -1.79573 0.12365  0.00
H -3.05116 -1.55863 6.83543  0.00
H -1.66228 -5.76193 -3.64756  0.00
H 1.65452 -3.10007 -0.01162  0.00
H 3.17491 -2.28810 0.50503  0.00
H -2.42217 -3.05834 -9.07223  0.00
C -1.65938 0.52231 0.00803  0.00
H 2.95453 1.85444 -7.08741  0.00
O 6.57448 3.90657 2.41380  0.00
C -0.30554 0.67515 0.75716  0.00
H -6.93227 -0.41543 0.32911  0.00
H -3.61676 -1.51629 -7.55518  0.00
C 1.82228 0.94786 9.40938  0.00
H 5.08987 -6.20592 1.17057  0.00
C -2.87463 -1.09186 -8.23135  0.00
H -1.98789 -1.79624 -3.36734  0.00
C 1.79838 0.24799 8.02025  0.00
H 4.50609 0.47933 -5.66211  0.00
C -7.37281 6.09454 1.66395  0.00
H 0.22912 -0.40187 -2.73282  0.00
H 0.72241 -1.51454 6.61723  0.00
H -2.47077 -5.52091 -1.39662  0.00
O -1.44830 -3.64472 6.58925  0.00
C 2.65914 -3.24107 0.38708  0.00
H 1.62901 -4.96807 4.57136  0.00
C 3.74921 4.88517 2.24392  0.00

Forces on atoms 1 to 6 (eV/Å):
0.111 -0.427 -0.561
-0.182 -0.068 0.021
-0.017 0.608 -0.205
0.739 0.026 -0.077
-0.310 -0.281 0.267
-0.709 0.584 0.546